No. 1
This record from OMol25 describes C24H32N4O5 as an isolated structure at a distorted geometry. The level of theory is wB97M-V/def2-TZVPD.

**HOMO energy**: -7.18 eV
**E_LUMO**: 0.369 eV
**Gap between HOMO and LUMO**: 7.55 eV
**Energy relative to the best compared isomer or geometry (same formula, charge and spin)**: 2743.40 kJ/mol

```
! RIJCOSX wB97M-V def2-TZVPD def2/J DEFGRID3
* xyz 0 1
C -0.847 -1.990 -2.472
C 4.842 -0.728 -3.415
H -5.120 0.023 -2.252
C -4.593 -0.936 -2.321
C -5.378 -1.144 -0.042
H 5.579 0.079 -1.213
O -0.696 -0.870 -0.387
N -4.945 -1.902 -1.120
H 2.840 2.990 1.036
H 3.067 0.599 2.094
O 3.562 -0.742 -2.744
C 2.049 3.597 1.286
O 1.277 2.284 3.304
N 1.124 -0.937 -1.586
H 0.667 4.340 2.902
O -4.500 1.134 0.214
C 2.220 -0.619 -1.083
C 5.336 1.065 2.702
C 3.478 -0.492 -1.545
H 0.920 -0.242 0.870
H -2.359 -2.210 -0.210
H -4.399 -3.615 -0.202
N -2.322 -2.074 -2.375
H 5.287 0.111 3.265
C 1.474 3.842 2.723
C -1.355 -0.207 2.623
H 5.238 0.033 -3.367
H -3.331 -1.417 1.633
C 3.098 0.233 1.214
C -2.914 -0.738 -2.287
C -1.907 1.762 1.268
C -4.413 0.063 0.658
H -0.810 -1.236 -3.601
C -0.970 2.575 1.893
H 1.383 -1.306 -2.553
N -3.257 -0.428 1.429
C 4.397 0.358 0.444
H 6.502 1.506 2.917
C 0.059 1.854 2.539
C -2.126 0.277 1.621
H -2.886 -0.187 -3.076
H -2.185 -3.973 -1.213
H 1.281 3.332 0.545
C -2.541 -2.927 -1.123
O 5.664 0.706 1.163
H 5.573 -1.563 -3.126
C -4.177 -2.914 -1.164
H -5.480 -2.122 1.049
H -4.491 -3.650 -2.082
H 0.690 -0.071 3.767
H -5.040 -1.444 -3.311
H -2.876 -0.166 -1.311
H 4.615 -0.998 -4.600
H 2.193 4.674 0.969
H -1.508 -1.221 2.849
H -2.741 2.320 0.694
H 2.381 3.952 3.480
H -0.763 3.329 1.449
C 4.571 0.140 -0.825
C 2.142 -0.234 0.499
C -0.137 0.519 2.953
C -0.115 -1.078 -1.691
H 4.729 2.061 2.854
H -0.689 -2.822 -2.580
H -6.369 -0.549 -0.031
*
```

List of Mulliken charges in e, atom by atom: -2.292 -1.324 0.425 -1.000 -0.771 0.458 -0.552 0.425 0.291 1.206 -0.373 -0.856 -0.515 0.332 0.605 -0.468 -0.251 -0.597 0.966 -0.284 -0.136 0.395 -0.121 0.319 -0.661 -0.355 0.684 0.398 -0.597 -0.199 -0.546 0.201 0.355 -1.472 0.186 -0.029 0.448 0.239 1.056 0.494 0.714 0.451 0.316 0.005 -0.445 0.371 -1.155 0.239 0.255 -0.001 0.308 -0.046 0.231 0.349 0.416 0.332 0.251 0.776 -0.549 -0.863 -0.455 0.963 0.212 0.951 0.288



No. 2
This record from OMol25 describes C24H32N6O2 as an isolated structure at a distorted geometry. The level of theory is wB97M-V/def2-TZVPD.

**HOMO energy**: -7.56 eV
**E_LUMO**: 0.387 eV
**Gap between HOMO and LUMO**: 7.95 eV
**Energy relative to the best compared isomer or geometry (same formula, charge and spin)**: 2933.60 kJ/mol

```
! RIJCOSX wB97M-V def2-TZVPD def2/J DEFGRID3
* xyz 0 1
H 2.684 -0.628 -1.808
H 0.969 -1.326 0.313
C 0.612 2.612 -0.096
C 1.794 2.971 0.275
H 1.998 -2.674 -1.825
H -0.110 2.856 0.685
H -2.029 1.053 0.375
C -4.185 -3.039 1.916
H 1.468 2.870 2.431
C 0.439 0.573 1.132
H 2.682 1.837 -2.149
H 2.251 3.819 -0.443
O 0.083 -3.614 -3.663
H -0.106 0.750 -4.512
C -0.093 -1.249 -4.038
H 0.097 0.169 5.003
H -2.347 -0.980 -0.613
C 3.408 3.894 2.034
H -0.686 -1.228 -1.164
H 0.022 -5.568 -3.146
H -4.739 -3.189 4.099
H 1.658 0.719 1.374
C -3.020 -2.777 1.032
H 3.329 4.298 3.088
H -3.145 -2.870 0.008
C 0.000 3.053 -1.599
H -3.007 -1.919 5.035
H -0.788 -1.401 5.338
C 0.143 -0.100 -3.950
C -3.746 -2.937 3.355
H 0.269 -4.535 -1.701
C 1.635 -2.006 -2.511
H -1.488 1.152 -1.438
H -4.824 -3.656 1.720
O -0.803 -0.830 3.657
N -0.886 3.940 -1.929
N -0.774 4.076 -3.109
N 0.177 3.226 -3.845
H 3.886 4.769 1.218
H 1.248 -4.844 -3.235
N 0.156 1.009 -0.205
C 1.823 3.403 1.672
H 2.389 2.291 0.228
C -1.274 -0.756 -0.636
H 3.935 3.081 1.956
C -2.925 -2.104 3.789
N -0.988 -1.291 0.792
C 0.352 -1.083 1.091
H -1.685 0.152 5.304
C -1.226 0.716 -0.470
H -1.071 -1.458 -4.775
C 1.811 -0.651 -2.407
H 1.339 4.374 1.755
C -0.598 -0.581 4.804
C -1.937 -1.754 1.651
N 0.680 2.684 -2.848
C -1.820 -1.622 2.875
C 1.330 0.224 -3.114
C 0.469 -4.734 -2.885
H -0.114 0.799 1.923
C 1.713 1.892 -2.836
H 2.310 2.040 -3.823
C 0.470 -2.241 -3.211
H 0.783 -1.658 2.055
*
```

List of Mulliken charges in e, atom by atom: 0.234 0.381 0.021 -1.146 0.469 0.874 0.089 -1.212 0.800 -1.177 0.201 0.337 -0.508 0.688 -0.243 0.332 0.646 -1.299 -0.236 0.411 0.179 -0.005 -0.727 0.368 0.570 -0.894 0.144 0.457 -1.137 -0.319 0.168 -0.711 0.515 0.656 -0.302 -0.149 -0.792 -0.693 0.208 0.626 0.759 -0.928 0.900 -0.572 0.479 -0.623 0.183 -0.959 0.161 -0.620 0.122 -0.236 0.408 -0.931 0.055 1.345 1.541 0.775 -1.098 0.947 -1.051 0.485 0.796 0.237



No. 3
This record from OMol25 describes one molecule with the formula C24H32N6O4S. The level of theory is wB97M-V/def2-TZVPD.

**Structure (SMILES)**: CCCCn1c(N)c(N(CCC(C)C)C(=O)c2sc3nc4n(c(=O)c3c2C)CCC4)c(=O)[nH]c1=O
**HOMO energy**: -8.01 eV
**E_LUMO**: 0.384 eV
**Gap between HOMO and LUMO**: 8.39 eV

```
! RIJCOSX wB97M-V def2-TZVPD def2/J DEFGRID3
* xyz 0 1
N 2.178 0.211 0.815
H 5.449 3.099 2.235
O 3.508 0.219 -1.016
C -2.426 3.075 1.733
H 3.237 4.265 -0.531
C 2.830 3.411 0.007
H 2.236 -2.623 0.640
O 1.836 -1.590 3.032
H 1.839 2.248 2.333
C -3.280 1.809 1.739
C -2.872 -2.997 -4.990
H 1.792 -3.973 -0.421
C -0.222 0.502 0.957
H 5.291 2.469 0.591
C 3.465 3.317 1.392
N -0.400 -1.263 2.984
H 3.049 2.520 -0.576
C 1.436 -3.058 0.049
N -1.447 0.150 1.465
H 3.204 4.228 1.946
N -1.654 -3.713 -3.135
C -0.764 -3.731 -2.055
C -3.046 4.159 2.607
C 1.403 -0.849 -1.204
C -2.509 -4.836 -3.470
H -1.425 2.849 2.109
N -0.171 1.419 -0.041
H -4.040 4.416 2.247
H -0.938 2.051 -0.182
C 2.470 -0.110 -0.474
C -2.961 -4.525 -4.900
C 4.986 3.265 1.265
C 0.929 -0.108 1.408
H -2.433 5.057 2.594
C -1.575 -0.767 2.503
H 0.747 1.752 -0.291
H -4.269 2.040 1.340
H 5.360 4.203 0.862
H -2.596 -2.630 -5.976
H -1.947 -5.766 -3.374
H -2.568 0.913 -0.128
C 0.892 -1.037 2.505
C 0.954 -2.120 -1.000
H -3.132 3.815 3.634
C -2.704 0.649 0.922
C 2.922 2.141 2.218
H -3.963 -4.898 -5.100
H -3.410 -0.185 0.978
C -0.040 -2.482 -1.958
S 0.676 -0.079 -2.596
H 1.753 3.552 0.085
C -0.300 -1.472 -2.877
C -1.830 -2.661 -3.971
C 3.224 0.737 1.680
H -3.350 -4.870 -2.769
O -0.678 -4.709 -1.343
H -3.813 -2.521 -4.703
H -3.409 1.464 2.766
H -2.336 3.457 0.711
H 3.356 2.213 3.218
N -1.198 -1.540 -3.886
H 0.612 -3.340 0.705
H 3.334 0.043 2.517
H -0.481 -1.927 3.746
H 4.143 0.730 1.096
H -2.274 -4.979 -5.614
O -2.654 -1.087 2.944
*
```

List of Mulliken charges in e, atom by atom: 0.741 0.376 -0.643 0.238 0.548 -1.171 0.403 -0.709 0.119 -0.467 -0.564 0.594 -0.393 0.333 0.602 0.000 0.157 -2.062 0.430 0.415 0.070 0.338 -1.536 1.146 -0.654 0.064 0.138 0.356 0.218 0.356 -0.624 -1.634 -0.422 0.418 0.289 -0.127 0.380 0.460 0.327 0.362 0.483 0.438 -0.776 0.359 -1.594 -0.765 0.348 0.560 0.916 -0.287 0.190 0.503 0.464 -1.106 0.296 -0.697 0.257 0.371 0.165 0.459 -0.733 0.281 0.429 0.296 0.645 0.297 -0.668



No. 4
This record from OMol25 describes C24H33As3F6OPd as an isolated structure at a distorted geometry. The level of theory is wB97M-V/def2-TZVPD.

**HOMO energy (spin up / spin down)**: -7.17 / -7.20 eV
**E_LUMO (spin up / spin down)**: -1.269 / -1.598 eV
**Gap between HOMO and LUMO (spin up / spin down)**: 5.90 / 5.60 eV
**Energy relative to the best compared isomer or geometry (same formula, charge and spin)**: 170.33 kJ/mol

```
! RIJCOSX wB97M-V def2-TZVPD def2/J DEFGRID3
* xyz 0 1
C -0.071 1.313 2.224
C -0.919 2.377 1.502
H -2.697 -0.850 -1.283
H -1.795 1.070 5.155
C -0.786 -1.974 -3.872
H 3.075 2.426 -1.866
C -2.664 1.245 4.520
C 3.279 -3.719 -1.562
C 5.318 -2.451 -1.486
H -2.102 -1.412 2.370
Pd 0.021 -0.379 -1.039
C 1.814 -1.016 2.185
C -1.927 -0.735 -2.045
F 5.371 -4.794 -1.883
H 0.452 2.819 -3.462
C -0.655 -4.352 -3.777
C -0.432 -3.166 -4.462
C 2.539 2.752 -0.975
H -1.974 -3.174 -0.912
As 0.102 -0.492 1.397
H 0.330 4.226 -2.384
C -1.391 -1.942 -2.587
C 4.606 -1.294 -1.249
C -2.118 1.763 0.782
H -0.653 -1.047 -4.415
C -4.412 2.967 2.885
C -1.048 -1.569 2.600
H -1.787 1.176 -0.088
H 2.623 -0.492 1.674
H -1.054 3.115 -2.570
H -2.672 1.105 1.453
H -5.279 3.119 3.528
H -1.322 -5.312 -1.990
F 2.633 -4.887 -1.701
F 1.211 -2.575 -1.221
H -2.083 0.083 -2.749
H -0.656 3.935 0.028
H -0.857 -1.316 3.647
H -0.461 1.174 3.236
H -4.501 1.985 2.426
C -1.186 -4.368 -2.494
O 2.498 -0.239 -0.931
C -1.374 3.412 2.550
As 0.710 2.068 -1.039
H -4.435 3.730 2.110
C 4.666 -3.674 -1.648
H -2.782 2.551 0.429
C 3.187 -1.276 -1.160
H -1.741 4.304 2.029
H 0.788 3.601 0.996
H -2.637 0.569 3.669
As -2.772 3.151 3.981
H 1.849 -0.791 3.255
C 0.034 3.184 -2.522
H -0.821 -2.626 2.449
C -1.543 -3.179 -1.905
H 1.956 -2.088 2.041
H 3.053 2.340 -0.109
F -0.389 -5.523 -4.393
H -3.555 1.024 5.108
C 2.585 -2.553 -1.325
H -0.484 3.739 3.100
F 5.268 -0.124 -1.093
H -0.007 -3.197 -5.454
H 0.950 1.699 2.330
F 6.657 -2.412 -1.556
H 2.527 3.844 -0.927
C -0.056 3.135 0.475
*
```

List of Mulliken charges in e, atom by atom: -2.050 3.603 0.429 0.323 -0.263 0.424 -0.913 -0.275 0.135 0.340 -0.465 -1.344 -1.430 -0.330 0.435 0.461 -0.665 -1.444 0.357 1.368 0.393 0.609 0.058 -1.598 0.409 -1.111 -1.422 0.068 0.266 0.356 0.012 0.393 0.437 -0.321 0.141 0.357 0.574 0.396 0.545 0.278 -0.650 0.006 -2.254 1.205 0.318 0.564 0.560 0.221 0.573 0.559 0.030 0.341 0.481 -1.413 0.450 -0.241 0.412 0.360 -0.327 0.464 -0.093 0.448 -0.332 0.445 0.369 -0.309 0.430 -2.153



Copy entry 3 word for word.
This record from OMol25 describes one molecule with the formula C24H32N6O4S. The level of theory is wB97M-V/def2-TZVPD.

**Structure (SMILES)**: CCCCn1c(N)c(N(CCC(C)C)C(=O)c2sc3nc4n(c(=O)c3c2C)CCC4)c(=O)[nH]c1=O
**HOMO energy**: -8.01 eV
**E_LUMO**: 0.384 eV
**Gap between HOMO and LUMO**: 8.39 eV

```
! RIJCOSX wB97M-V def2-TZVPD def2/J DEFGRID3
* xyz 0 1
N 2.178 0.211 0.815
H 5.449 3.099 2.235
O 3.508 0.219 -1.016
C -2.426 3.075 1.733
H 3.237 4.265 -0.531
C 2.830 3.411 0.007
H 2.236 -2.623 0.640
O 1.836 -1.590 3.032
H 1.839 2.248 2.333
C -3.280 1.809 1.739
C -2.872 -2.997 -4.990
H 1.792 -3.973 -0.421
C -0.222 0.502 0.957
H 5.291 2.469 0.591
C 3.465 3.317 1.392
N -0.400 -1.263 2.984
H 3.049 2.520 -0.576
C 1.436 -3.058 0.049
N -1.447 0.150 1.465
H 3.204 4.228 1.946
N -1.654 -3.713 -3.135
C -0.764 -3.731 -2.055
C -3.046 4.159 2.607
C 1.403 -0.849 -1.204
C -2.509 -4.836 -3.470
H -1.425 2.849 2.109
N -0.171 1.419 -0.041
H -4.040 4.416 2.247
H -0.938 2.051 -0.182
C 2.470 -0.110 -0.474
C -2.961 -4.525 -4.900
C 4.986 3.265 1.265
C 0.929 -0.108 1.408
H -2.433 5.057 2.594
C -1.575 -0.767 2.503
H 0.747 1.752 -0.291
H -4.269 2.040 1.340
H 5.360 4.203 0.862
H -2.596 -2.630 -5.976
H -1.947 -5.766 -3.374
H -2.568 0.913 -0.128
C 0.892 -1.037 2.505
C 0.954 -2.120 -1.000
H -3.132 3.815 3.634
C -2.704 0.649 0.922
C 2.922 2.141 2.218
H -3.963 -4.898 -5.100
H -3.410 -0.185 0.978
C -0.040 -2.482 -1.958
S 0.676 -0.079 -2.596
H 1.753 3.552 0.085
C -0.300 -1.472 -2.877
C -1.830 -2.661 -3.971
C 3.224 0.737 1.680
H -3.350 -4.870 -2.769
O -0.678 -4.709 -1.343
H -3.813 -2.521 -4.703
H -3.409 1.464 2.766
H -2.336 3.457 0.711
H 3.356 2.213 3.218
N -1.198 -1.540 -3.886
H 0.612 -3.340 0.705
H 3.334 0.043 2.517
H -0.481 -1.927 3.746
H 4.143 0.730 1.096
H -2.274 -4.979 -5.614
O -2.654 -1.087 2.944
*
```

List of Mulliken charges in e, atom by atom: 0.741 0.376 -0.643 0.238 0.548 -1.171 0.403 -0.709 0.119 -0.467 -0.564 0.594 -0.393 0.333 0.602 0.000 0.157 -2.062 0.430 0.415 0.070 0.338 -1.536 1.146 -0.654 0.064 0.138 0.356 0.218 0.356 -0.624 -1.634 -0.422 0.418 0.289 -0.127 0.380 0.460 0.327 0.362 0.483 0.438 -0.776 0.359 -1.594 -0.765 0.348 0.560 0.916 -0.287 0.190 0.503 0.464 -1.106 0.296 -0.697 0.257 0.371 0.165 0.459 -0.733 0.281 0.429 0.296 0.645 0.297 -0.668